22
Properties=species:S:1:pos:R:3:forces:R:3 method="wB97M-V/def2-TZVPD" e_homo_ev=-9.139 gap_ev=10.04 de_lowest_kj_mol=179.5 charge=0 smiles="CCNOC(=O)OP(C)C" lumo_energy_ev=0.898
C -2.167406 -2.167408 0.088473 0.19 0.07 0.19
C -0.770077 -1.943148 0.667848 -0.34 -0.20 0.06
N -0.813547 -0.714802 1.464175 -0.20 0.12 -0.20
O 0.389877 -0.629912 2.242230 0.10 -0.40 -0.07
C 1.409703 -0.066233 1.544772 0.03 0.40 0.13
O 2.534268 -0.442358 1.667466 -0.14 0.01 0.08
O 1.018145 0.987763 0.799765 0.04 -0.34 0.08
P 1.256829 0.849139 -0.866995 -0.13 0.19 0.03
C 2.209557 2.379290 -1.180300 0.27 0.08 -0.32
C -0.418570 1.397111 -1.380089 -0.16 -0.19 -0.01
H -2.223785 -3.138087 -0.408358 0.03 0.16 -0.05
H -2.421426 -1.369692 -0.612111 -0.06 -0.13 0.01
H -2.909418 -2.172713 0.894115 0.01 0.00 -0.10
H -0.044707 -1.811831 -0.140081 0.05 -0.03 0.11
H -0.476279 -2.804657 1.281017 0.11 0.10 -0.09
H -1.534394 -0.831427 2.170279 0.19 0.12 0.14
H 3.140907 2.078672 -1.665173 0.03 0.22 0.07
H 1.660104 3.041419 -1.855777 0.14 -0.07 0.07
H 2.451136 2.930322 -0.269525 -0.10 -0.16 0.02
H -0.438328 2.416219 -1.768766 -0.03 -0.11 -0.01
H -0.751614 0.691923 -2.144666 -0.16 0.20 -0.07
H -1.100970 1.320412 -0.528298 0.13 -0.05 -0.07

117
Properties=species:S:1:pos:R:3:forces:R:3 method="wB97M-V/def2-TZVPD" e_homo_ev=-10.918 gap_ev=11.30 de_lowest_kj_mol=0.0 charge=0 smiles=OB(O)OB1OBOB(C(F)(F)F)O1.CCCCCC.CCCCCC.CCCCCC.CCCCCC.CCCCCC lumo_energy_ev=0.379
O -0.054460 -4.811759 1.649450 0.04 -0.70 -0.34
B -0.878385 -4.473562 0.618847 -0.03 0.54 -0.09
O -1.790682 -5.350701 0.104892 -0.13 -0.23 0.69
O -0.836670 -3.161243 0.106428 0.22 -0.10 -0.15
B -0.412365 -2.821632 -1.122154 -0.01 0.29 0.13
O -0.658170 -1.574741 -1.683035 0.32 -0.33 -0.03
B -0.431012 -1.534565 -3.034691 -0.16 0.10 -0.02
O -0.704424 -2.691500 -3.768021 0.59 -0.17 -0.07
B -0.131429 -3.803465 -3.207296 -0.01 0.46 0.10
C 0.074972 -5.165120 -4.032516 -0.03 -0.13 -0.17
F -0.301501 -5.073389 -5.322606 0.06 0.01 0.15
F 1.379008 -5.528585 -4.021652 -0.11 -0.01 -0.01
F -0.628438 -6.184382 -3.488776 0.10 0.11 -0.03
O 0.309786 -3.734292 -1.911354 -0.53 -0.53 0.08
H 0.892005 -4.711109 1.512686 -0.08 0.41 0.13
H -2.710996 -5.072386 0.077056 0.13 0.16 -0.34
H 0.093356 -0.613387 -3.567828 -0.37 0.15 -0.02
C 0.898096 -1.182849 2.156376 0.11 0.16 0.13
C 1.958572 -1.505854 1.115659 -0.19 0.08 -0.09
C 3.074310 -2.433293 1.581152 0.02 0.02 -0.02
C 3.932485 -1.881439 2.725112 -0.02 0.02 -0.05
C 4.513066 -0.492147 2.452817 -0.03 -0.01 0.01
C 5.347607 -0.414126 1.180131 -0.08 0.06 0.03
H 1.328451 -0.641436 3.002228 -0.02 -0.04 0.03
H 0.128946 -0.543141 1.718612 -0.05 -0.03 0.04
H 0.412763 -2.084297 2.536458 0.02 0.00 -0.02
H 2.392889 -0.576406 0.736883 0.01 -0.01 0.02
H 1.443487 -1.945392 0.258333 0.20 -0.09 -0.08
H 3.716226 -2.649957 0.722902 0.02 -0.06 0.02
H 2.653622 -3.395070 1.896450 -0.01 0.01 0.03
H 4.745210 -2.590682 2.909298 0.03 0.04 0.02
H 3.350330 -1.841259 3.649521 -0.05 -0.03 -0.03
H 5.104728 -0.180929 3.316808 0.04 -0.01 -0.02
H 3.696061 0.231360 2.372900 -0.02 0.01 0.06
H 6.193667 -1.104355 1.200194 -0.03 -0.04 0.01
H 5.739381 0.592959 1.028976 0.02 -0.01 0.00
H 4.726587 -0.655376 0.316240 0.10 -0.01 -0.08
C -8.504032 -2.033201 0.267097 0.01 0.00 0.00
C -7.546204 -2.436684 -0.848410 -0.01 0.00 0.00
C -6.496698 -3.458115 -0.411950 0.00 0.00 0.01
C -5.569238 -2.978609 0.706964 0.01 -0.01 -0.02
C -4.799567 -1.695509 0.397647 0.02 -0.02 0.02
C -3.875639 -1.817674 -0.809456 -0.12 0.04 0.05
H -7.980861 -1.550928 1.094473 0.00 0.00 0.00
H -9.258292 -1.333128 -0.093615 0.00 -0.01 -0.01
H -9.024107 -2.906355 0.667672 0.01 0.00 0.01
H -7.053537 -1.545268 -1.247099 0.01 -0.01 -0.01
H -8.117002 -2.860460 -1.678446 -0.01 0.01 0.00
H -5.902638 -3.749930 -1.282501 0.01 0.00 0.00
H -7.005113 -4.367579 -0.076523 -0.01 0.00 0.00
H -4.850102 -3.776949 0.928712 0.00 0.01 0.01
H -6.143162 -2.839046 1.626466 -0.01 0.00 0.00
H -4.208305 -1.428974 1.277584 0.00 0.02 -0.02
H -5.497724 -0.868055 0.243457 -0.02 -0.01 0.00
H -3.158196 -2.626704 -0.654951 -0.03 0.02 -0.05
H -3.307516 -0.899967 -0.963137 0.03 -0.03 0.00
H -4.433984 -2.023185 -1.724681 0.01 0.00 -0.01
C -2.825488 -0.568928 3.748816 0.00 0.01 0.01
C -3.253570 0.887761 3.598732 0.01 -0.03 -0.02
C -2.161858 1.775972 3.004461 0.05 0.02 -0.04
C -0.874746 1.848109 3.828870 0.04 -0.09 -0.10
C -1.047853 2.349285 5.260562 0.01 0.05 -0.02
C -1.585538 3.773955 5.342015 -0.01 -0.01 0.01
H -1.982326 -0.673722 4.433632 0.00 0.00 0.01
H -3.638977 -1.184699 4.135494 -0.01 0.00 -0.01
H -2.518448 -0.984854 2.785400 0.03 0.01 0.01
H -3.568756 1.279215 4.570235 0.00 0.01 0.00
H -4.134244 0.940714 2.952652 -0.01 -0.01 0.01
H -2.556639 2.783900 2.848233 -0.01 0.00 0.01
H -1.905546 1.395396 2.008683 -0.02 0.01 -0.01
H -0.163921 2.493942 3.300725 -0.01 0.04 0.04
H -0.411015 0.858437 3.847162 0.00 0.01 0.04
H -0.078803 2.301040 5.764086 -0.01 0.00 0.01
H -1.708766 1.676056 5.814184 0.01 -0.01 -0.01
H -0.929084 4.466760 4.809958 -0.01 0.00 -0.01
H -1.659218 4.112256 6.376234 0.01 0.00 0.00
H -2.580036 3.855440 4.900047 0.00 0.00 0.00
C 3.118014 0.006499 -2.202897 0.13 -0.10 0.05
C 4.556892 0.147143 -2.685469 0.00 -0.05 0.01
C 4.949854 1.587195 -3.009268 -0.02 0.02 -0.01
C 4.129828 2.237454 -4.126073 0.00 0.00 0.02
C 4.153344 1.486742 -5.456883 0.00 0.00 -0.01
C 5.547357 1.362401 -6.061740 0.00 -0.01 0.00
H 2.402442 0.317848 -2.965965 0.04 0.01 0.00
H 2.890864 -1.030749 -1.942178 -0.01 0.00 0.00
H 2.941239 0.618584 -1.313983 0.08 -0.16 -0.13
H 4.713235 -0.492305 -3.558846 0.02 0.02 -0.01
H 5.231353 -0.230564 -1.912852 0.01 -0.01 -0.01
H 6.011899 1.616660 -3.266187 0.00 0.01 -0.01
H 4.843490 2.194092 -2.103447 0.02 -0.01 0.00
H 4.505275 3.253380 -4.285327 0.00 0.00 -0.01
H 3.091786 2.350479 -3.799536 0.00 0.00 0.01
H 3.500080 2.008692 -6.160807 0.00 -0.01 -0.01
H 3.721088 0.489847 -5.329668 -0.01 0.00 0.01
H 5.992553 2.347856 -6.217115 0.01 0.00 0.01
H 5.516221 0.855192 -7.026625 -0.01 0.01 0.00
H 6.218598 0.793975 -5.415913 0.00 0.00 0.00
C 0.702702 1.791091 -0.936514 -0.11 0.09 -0.02
C 1.640384 2.990637 -1.040592 -0.03 0.00 0.04
C 1.712237 3.819107 0.242866 -0.01 0.00 0.00
C 0.388138 4.451538 0.681653 0.03 -0.10 0.07
C -0.256472 5.389206 -0.336706 0.02 -0.01 -0.03
C 0.603741 6.601619 -0.675674 0.00 -0.01 -0.01
H -0.328468 2.098120 -0.751516 0.00 0.02 0.01
H 0.708354 1.200063 -1.854137 -0.05 0.06 0.09
H 1.002637 1.131235 -0.116957 -0.04 0.01 -0.01
H 1.336453 3.624220 -1.879011 0.00 0.01 -0.01
H 2.647752 2.636632 -1.281523 -0.07 0.11 0.00
H 2.469240 4.599356 0.126559 0.00 0.00 -0.02
H 2.069534 3.172787 1.052285 0.00 0.00 0.01
H 0.564139 5.006075 1.609707 -0.01 0.00 0.00
H -0.319602 3.657318 0.938268 -0.02 0.02 0.00
H -1.215217 5.728195 0.064074 0.00 0.00 -0.01
H -0.490532 4.839538 -1.253264 -0.01 -0.01 0.01
H 0.834267 7.177614 0.223561 0.01 -0.01 0.00
H 0.094640 7.265788 -1.375016 -0.01 0.00 0.00
H 1.550349 6.309240 -1.133249 0.00 0.00 0.00

17
Properties=species:S:1:pos:R:3:forces:R:3 method="wB97M-V/def2-TZVPD" e_homo_ev=-13.492 gap_ev=10.54 de_lowest_kj_mol=53.9 charge=+1 lumo_energy_ev=-2.949
C -1.513504 1.450264 -0.731684 0.50 0.64 0.13
N -0.106701 1.762159 -0.295528 -0.23 -0.42 0.27
H -1.764493 0.470970 -0.357327 -0.15 -0.19 0.08
H -2.161357 2.227841 -0.338000 -0.13 -0.16 0.10
H -1.551604 1.482445 -1.807305 0.03 -0.15 -0.32
H 0.546412 0.967078 -0.554856 0.07 0.05 -0.63
H -0.066246 1.762289 0.722050 -0.05 0.28 0.10
H 0.229265 2.653486 -0.652836 0.03 -0.04 -0.02
N -0.083617 -2.304918 0.249355 0.63 -0.02 0.22
C 0.718800 -1.191090 0.226433 -0.25 -0.13 0.24
N 0.845763 -0.533711 1.443987 0.09 0.23 0.15
N 1.218615 -0.632063 -0.820865 0.47 -0.36 0.54
H 0.122463 -3.026202 -0.427479 -0.22 0.12 -0.08
H -0.308553 -2.658092 1.164454 -0.02 -0.24 0.02
H 0.867738 -1.121666 2.264280 -0.41 -0.11 0.01
H 1.689075 0.021865 1.461881 0.06 0.10 -0.17
H 1.317939 -1.330647 -1.546555 -0.43 0.40 -0.64